[1]
Computed, not measured: a single C7H14O molecule, with the ωB97M-V functional and the def2-TZVPD basis.

Structure (ORCA input):
```
! RIJCOSX wB97M-V def2-TZVPD def2/J DEFGRID3
* xyz 0 1
O -1.05 -1.42 2.82
C -1.97 -1.99 0.73
C 0.07 2.43 -1.35
C -0.17 0.22 1.01
C 1.10 1.50 -0.72
C 1.54 -1.12 -0.29
C -1.06 -1.17 1.62
C 0.43 -0.08 -0.30
H -0.70 2.73 -0.63
H -0.90 1.02 0.98
H 1.09 -2.12 -0.25
H -0.42 1.95 -2.20
H -1.38 -2.68 0.12
H 0.58 0.41 1.78
H -2.68 -2.57 1.32
H 1.58 1.96 0.14
H 0.54 3.34 -1.72
H -0.30 -0.29 -1.08
H 2.17 -1.05 -1.18
H 1.88 1.27 -1.45
H -2.51 -1.30 0.08
H 2.17 -1.02 0.60
*
```

Computed properties:
Kohn-Sham gap = 9.7904 eV
LUMO level = 0.936 eV
Structure (SMILES) = CC[C@@H](C)CC(C)=O
HOMO = -8.85 eV

[2]
Computed, not measured: a molecular structure, CClO3Zr2, with the ωB97M-V functional and the def2-TZVPD basis.

Structure (ORCA input):
```
! RIJCOSX wB97M-V def2-TZVPD def2/J DEFGRID3
* xyz 5 1
Zr 1.50 1.33 1.13
Zr -1.11 -2.28 -0.01
Cl -0.37 -0.69 2.06
O 0.87 -0.09 -0.38
O -0.93 -0.51 -1.11
O 0.17 1.72 -0.54
C -0.12 0.53 -1.15
*
```

Computed properties:
Kohn-Sham gap = 6.7867 eV
LUMO level = -26.953 eV
HOMO = -33.74 eV

[3]
Computed, not measured: a molecular structure, C5H8O2, with the ωB97M-V functional and the def2-TZVPD basis.

Structure (ORCA input):
```
! RIJCOSX wB97M-V def2-TZVPD def2/J DEFGRID3
* xyz 0 1
O -1.16 -1.53 1.20
O 0.21 1.61 -0.60
C -0.69 -1.36 -0.07
C 1.47 0.68 0.70
C -1.41 -1.02 -1.14
C 1.39 0.86 -0.82
C 0.14 1.31 0.67
H 2.17 1.43 1.10
H 0.38 -1.51 -0.12
H 2.12 1.42 -1.40
H 1.63 -0.29 1.18
H -0.77 1.38 1.25
H -2.48 -0.86 -1.09
H -2.10 -1.28 1.20
H -0.90 -0.83 -2.07
*
```

Computed properties:
Kohn-Sham gap (alpha / beta) = 8.6221 / 7.8426 eV
LUMO level (alpha / beta) = 0.815 / 0.486 eV
HOMO (alpha / beta) = -7.81 / -7.36 eV

[4]
Computed, not measured: a gas-phase ion, C5H6BrN4O2 (charge +1), with the ωB97M-V functional and the def2-TZVPD basis.

Structure (ORCA input):
```
! RIJCOSX wB97M-V def2-TZVPD def2/J DEFGRID3
* xyz 1 1
Br 3.05 -2.00 -1.74
O -2.34 0.55 2.83
O -0.21 0.78 2.87
N 0.17 0.77 -1.14
N -0.38 0.96 0.15
N -2.30 -2.27 0.74
N -1.25 0.57 2.39
C 2.45 1.55 -1.18
C -1.08 0.05 0.77
C 1.63 0.48 -1.13
C -1.72 -1.12 0.65
C 1.89 -0.87 -0.81
H 3.54 1.69 -1.16
H -0.35 0.18 -1.85
H -3.18 -2.46 0.15
H 2.00 2.53 -1.19
H -2.00 -3.18 1.09
H 0.06 1.78 -1.43
*
```

Computed properties:
Kohn-Sham gap (alpha / beta) = 7.1916 / 7.1984 eV
LUMO level (alpha / beta) = -5.220 / -5.231 eV
HOMO (alpha / beta) = -12.41 / -12.43 eV

[5]
Computed, not measured: 4 unconnected molecules or ions with the total composition C2H10O4, with the ωB97M-V functional and the def2-TZVPD basis.

Structure (ORCA input):
```
! RIJCOSX wB97M-V def2-TZVPD def2/J DEFGRID3
* xyz 0 1
O 2.20 -0.69 -0.02
O -2.20 0.66 0.74
O 0.43 -1.31 -2.26
O -0.41 -1.47 1.43
C -0.33 1.54 -0.38
C -1.42 1.57 0.65
H 1.54 -0.52 0.65
H 1.04 -1.49 -1.54
H -1.02 -0.86 0.99
H 0.62 1.95 -0.08
H -0.11 -2.11 -2.28
H -0.20 0.57 -0.85
H -0.73 2.29 -1.08
H 2.92 -0.84 0.58
H -0.87 -1.79 2.21
H -1.46 2.49 1.25
*
```

Computed properties:
Kohn-Sham gap = 10.9818 eV
LUMO level = 0.652 eV
Structure (SMILES) = CC=O.O.O.O
HOMO = -10.33 eV

[6]
Computed, not measured: 3 unconnected molecules or ions with the total composition C4H10NO5, with the ωB97M-V functional and the def2-TZVPD basis.

Structure (ORCA input):
```
! RIJCOSX wB97M-V def2-TZVPD def2/J DEFGRID3
* xyz -1 1
O 0.03 4.40 0.99
O -1.09 -0.18 2.10
O -1.16 1.92 1.30
O -0.88 -0.94 -2.86
O -0.29 -2.64 1.33
N -0.24 0.30 -1.10
C 1.01 -1.76 -1.68
C 0.34 0.44 0.22
C -0.10 -0.77 -1.92
C -0.74 0.74 1.33
H -0.60 3.67 1.11
H -1.08 0.85 -1.23
H -0.91 -3.36 1.35
H 0.87 -0.44 0.54
H 0.97 1.32 0.30
H 0.87 -2.52 -2.44
H 0.97 -2.17 -0.67
H -0.70 -1.78 1.58
H 0.76 4.18 1.55
H 1.98 -1.28 -1.81
*
```

Computed properties:
Kohn-Sham gap = 8.7813 eV
LUMO level = 3.586 eV
HOMO = -5.19 eV

Across the entries above, E takes the values -9532.56127 -22173.93041 -9404.19458 -85361.22660 -10425.90065 -16040.97072 eV, respectively.
Across the entries above, largest force on an atom takes the values 0.0888 0.2140 0.0134 0.0550 0.0299 0.0297 hartree/bohr, respectively.